Arrangement one

Computed, not measured: a cluster of 2 separate species, CH5NO3 in total, with the ωB97M-V functional and the def2-TZVPD basis.

Results
* frontier orbital gap: 0.3899 Ha
* M: 79.06 g/mol
* structure (SMILES): NC(=O)O.O
* HOMO: -10.34 eV
* total charge: 0

Last column: Löwdin charge in e.
Positions of all 10 atoms, in Å:
1 N -0.3289 0.5476 -0.1265  0.1573
2 C 0.3613 1.7278 -0.0482  -0.6586
3 O 0.2914 2.6389 -0.8179  0.0974
4 O 1.0925 1.8654 1.0968  0.0924
5 H -0.0503 -0.2958 0.3460  0.0653
6 H -0.7821 0.3954 -1.0114  0.1038
7 H 1.1777 1.0759 1.6393  0.1022
8 O -0.3316 -2.3528 -0.3023  -0.0542
9 H -1.2336 -2.3107 -0.6375  0.0468
10 H -0.1964 -3.2916 -0.1383  0.0477



Arrangement two

Computed, not measured: a cluster of 2 separate species, CH5NO3 in total, with the ωB97M-V functional and the def2-TZVPD basis.

Results
* frontier orbital gap: 0.4150 Ha
* M: 79.06 g/mol
* structure (SMILES): NC(=O)O.O
* HOMO: -10.63 eV
* total charge: 0

Last column: Löwdin charge in e.
Positions of all 10 atoms, in Å:
1 N 0.3501 1.6551 -0.5074  0.1467
2 C -0.5635 0.7297 0.0192  -0.5293
3 O -0.3164 -0.4625 -0.0084  0.0754
4 O -1.5588 1.4819 0.7189  0.0493
5 H 0.1119 2.6207 -0.8250  0.1266
6 H 0.9046 1.1498 -1.1462  0.0807
7 H -1.6981 1.0956 1.5832  0.0968
8 O 1.1001 -2.4865 0.0760  0.0128
9 H 1.4457 -3.3192 0.1374  -0.0073
10 H 0.2245 -2.4646 -0.0478  -0.0517



Looking at the structures above, arrangement one is most stable, and the difference to the next one is 0.767 eV.